(1)
A 2-piece molecular cluster, C16H22O8 overall. Source: the OMol25 dataset; level of theory: wB97M-V/def2-TZVPD.

The geometry in ORCA input format:
```
! RIJCOSX wB97M-V def2-TZVPD def2/J DEFGRID3
* xyz 0 1
C -4.31573 0.06861 -4.14453
C -3.13220 -0.55596 -4.88316
C -3.03077 0.01388 -6.30473
C -1.84804 -0.29448 -4.10396
C -1.58607 -1.22416 -2.91984
C -1.80476 -2.71170 -3.23321
C -0.20800 -0.94784 -2.30609
O -0.35071 -0.52585 -0.94448
C 0.18723 0.69017 -0.61929
C -0.87143 1.64281 -0.08400
O -0.24045 2.30478 1.00317
C 0.92989 1.67104 1.27998
O 1.72865 2.04966 2.12070
O 1.06378 0.57385 0.50263
H -5.26113 -0.23954 -4.57382
H -4.31660 -0.25954 -3.10746
H -4.24523 1.15054 -4.15484
H -3.34500 -1.61441 -4.97644
H -2.41030 0.90007 -6.32952
H -2.61579 -0.74270 -6.96223
H -4.02095 0.23849 -6.68270
H -1.94144 0.71416 -3.69848
H -0.98917 -0.25329 -4.77092
H -2.28767 -0.94689 -2.14003
H -1.75177 -2.90138 -4.29938
H -2.79519 -3.01001 -2.91157
H -1.08271 -3.35061 -2.74288
H 0.34824 -0.21732 -2.88515
H 0.36829 -1.86613 -2.29389
H 0.80643 1.10795 -1.40753
H -1.68771 1.05329 0.32685
H -1.31265 2.30786 -0.81441
O 2.16474 0.57656 8.48854
C 2.91486 0.45671 7.53823
C 4.24843 -0.11384 7.62634
C 5.00537 -0.19226 6.52517
O 6.23094 -0.69783 6.51728
C 4.52122 0.29666 5.18669
O 5.28707 0.19721 4.24734
C 3.18166 0.85097 5.09494
C 2.42395 0.92601 6.19664
O 1.19101 1.41524 6.20159
H 4.58785 -0.45996 8.59217
H 6.54280 -0.62401 5.59606
H 2.83667 1.18795 4.12639
H 0.88237 1.35523 7.12384
*
```

Structure (SMILES): CC(C)C[C@@H](C)CO[C@H]1COC(=O)O1.O=C1C=C(O)C(=O)C=C1O
HOMO in eV: -9.32
Orbital gap in eV: 8.24
Relative energy (zero: lowest compared OMol25 entry of this formula, charge and spin) in kJ/mol: 138.04

Electronic structure analysis, Löwdin charges in units of e:
1. C -0.074
2. C -0.432
3. C -0.069
4. C -0.170
5. C -0.325
6. C -0.046
7. C -0.134
8. O -0.028
9. C -0.326
10. C -0.055
11. O 0.073
12. C -0.508
13. O 0.133
14. O 0.133
15. H 0.077
16. H 0.072
17. H 0.081
18. H 0.114
19. H 0.076
20. H 0.075
21. H 0.072
22. H 0.120
23. H 0.119
24. H 0.128
25. H 0.076
26. H 0.080
27. H 0.072
28. H 0.120
29. H 0.122
30. H 0.167
31. H 0.141
32. H 0.136
33. O 0.103
34. C -0.317
35. C 0.071
36. C -0.241
37. O 0.114
38. C -0.310
39. O 0.110
40. C 0.084
41. C -0.235
42. O 0.118
43. H 0.134
44. H 0.117
45. H 0.115
46. H 0.116


(2)
C16H23AlN7O3 as an isolated structure. Source: the OMol25 dataset; level of theory: wB97M-V/def2-TZVPD.

The geometry in ORCA input format:
```
! RIJCOSX wB97M-V def2-TZVPD def2/J DEFGRID3
* xyz 1 1
Al 0.55438 0.30558 0.26957
N 0.77018 0.70358 3.83147
N 2.11788 1.03258 3.72587
C 2.80558 0.85448 2.59747
N 4.10788 1.10798 2.57837
N 2.12788 0.37388 1.54037
N 2.73458 -0.06942 0.47497
O 2.04868 -0.82772 -0.19113
O 3.86478 0.20988 0.19337
H 0.16408 1.50988 3.68987
H 0.57288 0.27228 4.72707
H 2.62338 1.38838 4.53537
H 4.62258 1.35378 3.40877
H 4.60758 0.99408 1.69937
C -0.62492 -2.49232 0.67507
N -0.67792 -1.04712 0.77887
C -1.78332 -0.44932 1.13897
C -1.73632 0.92858 1.36227
C -2.67932 1.92888 1.64867
C -1.96832 3.11338 1.77337
C -0.62542 2.80018 1.58127
N -0.47902 1.49638 1.33627
C -1.21832 -2.99932 -0.61783
C -0.80102 -2.44842 -1.82203
C -1.29172 -2.94392 -3.01643
C -2.20392 -3.98942 -3.01213
C -2.63842 -4.52492 -1.81113
C -2.14912 -4.02642 -0.61493
H -1.13672 -2.95342 1.52577
H 0.43148 -2.77842 0.70787
H -2.69942 -1.00772 1.30437
H -3.73992 1.80828 1.74887
H -2.36182 4.09228 1.96167
H 0.22938 3.45158 1.62407
H -0.07782 -1.63452 -1.80283
H -0.95732 -2.52642 -3.95413
H -2.57382 -4.38592 -3.94483
H -3.35352 -5.33342 -1.80243
H -2.48102 -4.44662 0.32427
C 1.76448 2.17048 -3.03493
C 0.51138 2.09458 -2.16673
C -0.69122 1.59498 -2.95783
O 0.74848 1.23658 -1.07693
H 1.61428 2.87648 -3.84593
H 1.98178 1.18968 -3.45203
H 2.61948 2.49308 -2.44373
H 0.28238 3.09018 -1.75933
H -0.46902 0.62118 -3.38733
H -0.93892 2.28818 -3.75463
H -1.54802 1.50348 -2.29433
*
```

HOMO in eV: -11.18
Orbital gap in eV: 7.16
Relative energy (zero: lowest compared OMol25 entry of this formula, charge and spin) in kJ/mol: 134.07

Electronic structure analysis, Löwdin charges in units of e:
1. Al -0.020
2. N 0.082
3. N 0.024
4. C -0.310
5. N 0.235
6. N 0.185
7. N -0.372
8. O 0.147
9. O 0.158
10. H 0.093
11. H 0.112
12. H 0.173
13. H 0.140
14. H 0.114
15. C -0.131
16. N 0.022
17. C 0.012
18. C -0.278
19. C 0.000
20. C -0.059
21. C -0.118
22. N 0.013
23. C -0.219
24. C -0.036
25. C -0.065
26. C -0.074
27. C -0.070
28. C -0.041
29. H 0.129
30. H 0.126
31. H 0.161
32. H 0.112
33. H 0.102
34. H 0.121
35. H 0.099
36. H 0.108
37. H 0.107
38. H 0.108
39. H 0.112
40. C -0.040
41. C -0.469
42. C -0.035
43. O -0.082
44. H 0.083
45. H 0.085
46. H 0.077
47. H 0.140
48. H 0.077
49. H 0.085
50. H 0.080


(3)
A 2-piece molecular cluster, C16H23BN overall. Source: the OMol25 dataset; level of theory: wB97M-V/def2-TZVPD.

The geometry in ORCA input format:
```
! RIJCOSX wB97M-V def2-TZVPD def2/J DEFGRID3
* xyz 1 1
C 4.87073 -1.01468 -1.10120
C 4.26721 -0.75923 0.23206
N 2.94482 -0.52256 0.39049
B 1.88850 -0.47956 -0.81514
H 0.66683 -0.21321 -0.49950
C 2.46016 -0.30530 1.62901
C 1.00583 -0.06956 1.81560
C 3.26697 -0.30646 2.75347
C 4.62380 -0.54575 2.58596
C 5.14157 -0.77795 1.31443
H 5.93554 -1.16711 -0.92022
H 4.48075 -1.92247 -1.57293
H 4.76533 -0.16181 -1.77937
H 2.19030 0.41126 -1.58708
H 1.82197 -1.57385 -1.34153
H 0.80011 0.11313 2.88125
H 0.66494 0.79788 1.24532
H 0.42991 -0.94290 1.50052
H 2.82675 -0.12257 3.73725
H 5.29895 -0.55794 3.43025
H 6.20693 -0.97582 1.12776
C -2.57382 1.64094 1.27683
C -2.51985 0.49298 0.32851
C -2.15517 -0.82482 0.88618
C -3.22149 0.58108 -0.89566
C -3.39271 -0.54735 -1.75388
C -4.09266 -0.43575 -2.95156
C -4.67485 0.77455 -3.33920
C -4.61181 1.86382 -2.46480
C -3.89936 1.78687 -1.27160
H -2.27116 2.59407 0.83256
H -3.60475 1.79156 1.63486
H -1.95326 1.46190 2.15470
H -1.50485 -1.42264 0.23573
H -1.66308 -0.70186 1.85646
H -3.04916 -1.44216 1.07505
H -2.99711 -1.51280 -1.44291
H -4.17115 -1.30642 -3.59611
H -5.18247 0.87166 -4.30059
H -5.11170 2.79882 -2.70967
H -3.90748 2.63201 -0.58131
*
```

HOMO in eV: -11.75
Orbital gap in eV: 5.92

Electronic structure analysis, Löwdin charges in units of e:
1. C -0.020
2. C -0.239
3. N 0.059
4. B -0.331
5. H 0.008
6. C -0.248
7. C -0.078
8. C -0.007
9. C -0.024
10. C -0.001
11. H 0.078
12. H 0.100
13. H 0.099
14. H 0.024
15. H 0.023
16. H 0.090
17. H 0.079
18. H 0.065
19. H 0.123
20. H 0.116
21. H 0.127
22. C -0.010
23. C -0.115
24. C -0.025
25. C -0.170
26. C 0.038
27. C -0.029
28. C -0.001
29. C -0.032
30. C 0.030
31. H 0.109
32. H 0.131
33. H 0.091
34. H 0.106
35. H 0.081
36. H 0.134
37. H 0.126
38. H 0.122
39. H 0.131
40. H 0.122
41. H 0.120


(4)
C16H23BN6V as an isolated structure. Source: the OMol25 dataset; level of theory: wB97M-V/def2-TZVPD.

The geometry in ORCA input format:
```
! RIJCOSX wB97M-V def2-TZVPD def2/J DEFGRID3
* xyz 2 4
C 3.18587 0.28758 -0.91634
N 1.85827 0.25584 -1.32289
N 1.88846 0.08111 -2.72327
C 3.15940 -0.07204 -3.12286
C 4.03004 0.03867 -2.02307
B 0.59197 0.15043 -3.57715
N -0.44218 -0.98083 -3.26574
N -1.07957 -1.08791 -2.02894
C -2.01826 -2.08921 -2.16751
C -1.90577 -2.67237 -3.45517
C -0.90701 -1.92871 -4.10079
V 0.02285 0.13443 -0.61465
N -0.10823 1.49596 -3.22109
N -0.51922 1.69226 -1.88861
C -1.08440 2.91341 -1.84464
C -1.05120 3.51111 -3.12139
C -0.42388 2.57708 -3.95617
H -1.48595 3.30986 -0.93107
H -0.18575 2.61032 -5.00722
H -1.41689 4.46343 -3.40841
H 0.88536 0.11058 -4.71770
H -0.48413 -2.01311 -5.08097
H 3.34941 -0.26224 -4.15853
H -2.42490 -3.50310 -3.87328
H 5.09055 -0.07144 -2.06365
H -2.70958 -2.39949 -1.38768
H 3.51015 0.44265 0.10546
H -1.92134 -0.74464 1.04847
C -2.04930 -1.51181 1.80692
H -2.89908 -2.12390 1.45903
H -1.14522 -2.10544 1.91584
H -2.26261 -1.00542 2.74327
C 1.27961 -0.70132 4.51775
C 0.02743 0.01747 4.06906
C -1.14355 -0.66229 4.82256
C 0.04434 1.45376 4.53611
C 0.00689 0.01309 2.58364
C 0.12641 0.09022 1.33789
H 1.40001 -0.67684 5.59786
H 2.14716 -0.22911 4.07842
H 1.27450 -1.74598 4.21942
H -0.98432 -0.63508 5.90847
H -2.11727 -0.18484 4.67491
H -1.26980 -1.72311 4.58989
H 0.88924 1.96710 4.09957
H -0.85987 1.98315 4.24777
H 0.13133 1.53072 5.61651
*
```

HOMO (spin up / spin down) in eV: -14.88 / -15.08
Orbital gap (spin up / spin down) in eV: 7.14 / 3.31
⟨S²⟩: 3.78
Relative energy (zero: lowest compared OMol25 entry of this formula, charge and spin) in kJ/mol: 0.00

Electronic structure analysis, Löwdin charges in units of e:
1. C -0.023
2. N -0.082
3. N -0.016
4. C -0.008
5. C 0.022
6. B -0.468
7. N -0.034
8. N -0.044
9. C -0.039
10. C 0.019
11. C -0.015
12. V 1.029
13. N 0.069
14. N 0.018
15. C 0.027
16. C 0.142
17. C 0.077
18. H 0.151
19. H 0.165
20. H 0.142
21. H 0.133
22. H 0.138
23. H 0.140
24. H 0.114
25. H 0.116
26. H 0.127
27. H 0.133
28. H -0.027
29. C -0.051
30. H 0.049
31. H 0.047
32. H 0.016
33. C -0.044
34. C -0.602
35. C -0.056
36. C -0.047
37. C -0.062
38. C -0.112
39. H 0.103
40. H 0.089
41. H 0.097
42. H 0.103
43. H 0.090
44. H 0.089
45. H 0.089
46. H 0.095
47. H 0.103